A 2-piece molecular cluster, C3H11N2S overall in a non-equilibrium geometry. Source: the Open Molecules 2025 dataset; level of theory: wB97M-V/def2-TZVPD.

As for the energy: -17094.094 eV. Its energy relative to the best compared isomer or geometry (same formula, charge and spin) is 113.45 kcal per mole. As for the total charge: +1. Its gap between HOMO and LUMO is 0.26450 Ha. The highest occupied orbital energy is -14.274 eV. For the max |F|, the calculation gives 4.751 eV/Å.

Last column: Mulliken charge in e.
Positions of all 17 atoms, in Å:
C -0.29966 1.13307 2.69292  -1.32
C 0.82466 -0.66284 -2.52450  -0.87
C -0.33955 0.48287 1.32478  0.66
N 0.40306 0.86684 0.22625  -0.15
N -0.73543 -0.85797 1.34458  -0.46
S 1.41924 2.10589 -0.05540  0.19
H 0.48852 0.55233 3.33893  0.32
H -0.02045 2.16718 2.73992  0.46
H -1.24865 1.02500 3.14409  0.38
H 1.66939 -1.35485 -2.56816  0.32
H -0.05752 -1.18799 -2.46972  0.34
H 0.81673 -0.31222 -3.62546  0.32
H -1.23415 1.07302 0.85752  0.10
H 0.93360 0.22854 -1.95544  -0.11
H -0.52574 -1.39521 2.16726  0.27
H -0.44139 -1.38497 0.45535  0.23
H 1.77888 1.49908 -1.28490  0.31